Here is a cluster of 2 separate species, C21H25F4O5 in total from the Open Molecules 2025 dataset. Energies are from ωB97M-V/def2-TZVPD.

Calculated values
**LUMO level**: 1.24 eV
**Total charge**: -1
**HOMO**: -4.11 eV
**HOMO-LUMO gap**: 0.1966 Ha

Positions of all 55 atoms, in Å:
H -6.207 -3.872 -3.670
C -1.796 -2.915 -2.356
C -1.083 1.737 -0.786
H -4.479 -3.504 -3.662
H -4.924 0.228 -3.522
C 0.980 0.452 2.366
F 2.161 -1.559 2.280
C -5.448 -3.210 -3.222
O -0.068 -2.825 1.376
H -3.494 -2.514 -0.308
H -2.446 0.737 -4.041
O -0.607 -1.014 -0.465
C -1.198 -0.997 -3.919
H -6.548 -1.364 -2.938
F 2.061 1.094 2.832
H -0.300 -0.374 -3.846
C -1.816 -3.623 -1.028
C -3.627 -0.966 -4.742
F -2.513 -1.521 1.315
H -3.146 -3.977 0.607
H -3.401 -2.030 -4.924
C -1.199 -0.592 -1.483
H -3.804 -4.883 -2.027
C -4.568 -0.815 -3.552
C 1.031 -0.867 2.064
H -6.187 -1.759 -4.631
O -1.328 0.713 -1.808
H -0.866 3.849 -0.680
H -1.095 -3.157 -0.352
H -0.948 -1.872 -4.543
H -1.967 3.308 -1.960
H -1.937 1.698 -0.088
H -0.191 3.135 -2.158
C -1.031 3.094 -1.455
C -1.340 -0.809 1.322
C -3.208 -3.571 -0.414
C -4.279 -4.343 -1.200
C -5.436 -3.464 -1.706
C -1.442 0.431 1.938
H -4.007 -0.966 -2.612
H -0.132 1.514 -0.289
C -1.542 -1.493 -2.510
H -1.531 -4.672 -1.178
C -5.772 -1.757 -3.611
H -4.144 -0.582 -5.640
H -6.373 -3.983 -1.447
C -0.114 -1.625 1.596
H -4.700 -5.094 -0.512
O -2.075 -3.595 -3.368
H -5.451 -2.508 -1.160
C -2.304 -0.198 -4.595
F -2.629 0.936 2.336
H -1.943 0.062 -5.601
O -0.317 2.423 2.570
C -0.266 1.197 2.315

Charges computed using Mulliken, reported in e: atom 1 (H): 0.4989, atom 2 (C): 0.2169, atom 3 (C): 0.1957, atom 4 (H): 0.2591, atom 5 (H): 0.4564, atom 6 (C): 0.3791, atom 7 (F): -0.3232, atom 8 (C): -0.5080, atom 9 (O): -0.6469, atom 10 (H): 0.0475, atom 11 (H): 0.2183, atom 12 (O): -0.5794, atom 13 (C): -1.4141, atom 14 (H): 0.3895, atom 15 (F): -0.3207, atom 16 (H): 0.4152, atom 17 (C): -0.6952, atom 18 (C): -0.8011, atom 19 (F): -0.3379, atom 20 (H): 0.5996, atom 21 (H): 0.1631, atom 22 (C): 0.3505, atom 23 (H): 0.4616, atom 24 (C): 0.4569, atom 25 (C): 0.1384, atom 26 (H): 0.3725, atom 27 (O): -0.1050, atom 28 (H): 0.4586, atom 29 (H): -0.0460, atom 30 (H): 0.4343, atom 31 (H): 0.3294, atom 32 (H): 0.1906, atom 33 (H): 0.3138, atom 34 (C): -1.6070, atom 35 (C): 1.5443, atom 36 (C): -0.3056, atom 37 (C): -1.0400, atom 38 (C): -0.9386, atom 39 (C): -0.3069, atom 40 (H): -0.4528, atom 41 (H): 0.1709, atom 42 (C): 0.6047, atom 43 (H): 0.4873, atom 44 (C): -1.3350, atom 45 (H): 0.4971, atom 46 (H): 0.4204, atom 47 (C): 0.3858, atom 48 (H): 0.4831, atom 49 (O): -0.7477, atom 50 (H): 0.4385, atom 51 (C): -0.5927, atom 52 (F): -0.4453, atom 53 (H): 0.3655, atom 54 (O): -0.7033, atom 55 (C): 0.5087